A cluster of 7 separate species, C51H71F9IN8O8P2SSi in total at a distorted geometry. Source: the OMol25 dataset; level of theory: ωB97M-V with the def2-TZVPD basis set.

Geometry as XYZ:
```
152
Properties=species:S:1:pos:R:3:forces:R:3
C 2.60451 3.51570 2.27576 -0.2275 -0.0405 0.1422
C 1.60480 3.72705 1.15085 0.3639 -0.0119 0.0938
O 1.49021 2.50763 0.42174 -0.1776 0.1414 -0.2538
C 0.50420 2.55020 -0.60908 0.4754 -0.3094 0.8611
C -0.67896 1.62161 -0.25130 -0.0050 0.4520 -0.6689
O -0.20229 0.68483 0.70963 0.0712 -0.5556 -0.0618
C -0.94156 -0.39261 1.19650 -0.3179 1.0494 0.5920
C -2.32723 -0.43385 0.53418 0.0748 -0.6203 -0.3770
C -3.38590 -1.52207 0.76056 -0.2650 0.1388 0.0481
C -4.73470 -0.99446 0.25982 -0.0584 0.0373 0.2124
F -4.56916 -0.14974 -0.77212 0.0986 0.2923 -0.3002
F -5.48813 -2.01417 -0.18868 -0.1707 -0.3423 -0.1489
C -5.53606 -0.33977 1.44462 -0.1772 0.3421 -1.2841
F -4.68248 0.24325 2.25456 1.1030 0.8872 0.8316
F -6.08516 -1.32521 2.09157 -0.8932 -1.2344 0.9413
S -6.86579 0.96585 1.03910 0.3415 -0.1085 0.0196
F -7.13575 0.26557 -0.35430 -0.0082 0.0976 -0.1038
F -5.68889 1.84638 0.41207 -0.1686 0.0923 -0.1611
F -6.62284 1.67329 2.43848 -0.1149 0.0625 0.0545
F -8.02212 0.11850 1.68583 -0.1377 -0.0625 -0.0039
F -7.88868 2.09367 0.66013 0.0770 -0.0924 -0.0025
C -1.06385 -0.06336 2.68046 -0.0500 0.0685 0.1195
N -1.76088 -1.10047 3.41260 0.6154 -0.2566 -0.3906
C -0.90273 -2.29780 3.53556 -0.3682 0.2582 0.5906
C -0.17221 -2.23193 4.90856 0.0988 0.2753 -0.1485
P -1.90156 -3.91401 3.73727 0.2534 -0.0881 -0.2003
O -2.30041 -4.16424 2.14789 -0.4326 0.1017 0.1197
I -3.97922 -3.07211 4.72672 0.0386 0.0352 -0.0712
C 0.23606 -2.36265 2.46892 -0.0548 -0.2826 0.1605
C 0.76098 -3.80160 2.42481 0.2333 -0.0327 0.0982
C 2.24721 -4.01506 2.12470 -0.1281 -0.2244 0.4383
O 2.97779 -3.18331 3.01268 -0.0091 0.0340 -0.6106
Si 4.60496 -2.84458 2.74782 0.3776 0.1823 0.4108
C 5.69032 -4.26663 3.27743 0.0976 0.1520 -0.0042
C 4.97356 -2.40928 0.95216 -0.0480 0.1782 0.1068
C 4.94556 -1.36034 3.83911 -0.3848 0.1164 -0.2639
N 0.00891 -1.68290 1.06769 0.4232 -0.3114 -0.4223
C 1.39933 -1.20620 0.70998 0.2946 0.1114 0.1452
C 1.69165 -0.78577 -0.70626 0.1147 0.0003 0.2142
O 0.91608 -0.70205 -1.61352 -0.3897 0.2229 -0.2025
C -0.51688 -2.60389 -0.02842 -0.2549 -0.1118 0.8303
P 0.37943 -3.77975 -1.10289 -0.1789 -0.4812 -1.3317
O -0.41807 -3.83964 -2.33189 0.0321 0.1570 0.3770
O 1.90224 -3.36912 -1.37641 0.0054 0.1638 0.1710
O 0.53581 -5.15936 -0.33329 0.4667 0.3525 0.2711
H 3.42463 2.87431 1.94416 0.0039 0.2098 -0.0822
H 3.00778 4.47808 2.59944 0.0560 -0.1180 -0.0334
H 2.14456 3.04420 3.14910 0.0287 -0.0009 -0.1056
H 1.96475 4.51540 0.47535 -0.0872 -0.0719 0.0255
H 0.62691 4.02461 1.55470 0.0353 -0.0057 -0.0856
H 0.14371 3.57708 -0.69944 -0.1053 -0.0854 -0.3548
H 0.99255 2.22378 -1.53065 -0.1480 0.0783 -0.0346
H -1.51154 2.22287 0.13196 0.0608 -0.2331 0.2264
H -1.00288 1.13707 -1.17198 -0.1055 -0.0161 0.0371
H -2.77154 0.50798 0.86130 0.1702 0.0379 -0.1803
H -2.19362 -0.37596 -0.54725 0.0201 0.2243 0.0943
H -3.52777 -1.79055 1.80430 0.2840 -0.1214 0.0019
H -3.20760 -2.42230 0.17445 0.0758 0.0378 0.0588
H -0.07485 0.19861 3.09109 -0.0038 -0.0434 -0.1515
H -1.64727 0.86160 2.69042 0.0238 -0.1144 0.1614
H -1.93424 -0.76417 4.35365 -0.3218 -0.0403 -0.1024
H 0.10111 -1.18706 5.09962 0.0090 -0.1177 -0.0140
H -0.83631 -2.55660 5.71623 0.0884 0.0203 -0.0368
H 0.75042 -2.81302 4.93976 -0.1333 -0.0756 0.0908
H -3.05903 -4.76483 2.07082 0.2277 0.0219 -0.0860
H 1.05504 -1.77503 2.89219 -0.1851 0.1127 -0.1137
H 0.67762 -4.14854 3.46109 -0.0445 0.0702 -0.1323
H 0.11631 -4.47195 1.86997 0.0528 -0.0085 -0.3189
H 2.54591 -3.84901 1.08815 -0.1109 0.0229 -0.1130
H 2.45676 -5.07242 2.33989 0.0196 0.0971 -0.0745
H 5.29095 -4.78991 4.14961 0.0126 -0.0482 -0.1053
H 6.63846 -3.81082 3.58894 -0.0342 -0.1309 -0.0476
H 5.92634 -4.97270 2.47838 -0.1425 -0.0708 0.1044
H 4.16687 -2.58068 0.23535 0.0719 -0.1441 -0.0161
H 5.84980 -2.97356 0.62246 -0.1147 0.0096 -0.0844
H 5.23664 -1.34685 0.90144 -0.0361 -0.0970 -0.0466
H 4.09736 -1.17030 4.50520 0.1748 -0.1031 0.0859
H 5.04469 -0.46382 3.21696 0.0985 -0.0589 0.1185
H 5.85552 -1.47458 4.42877 -0.0709 0.0374 0.0179
H 1.69526 -0.40231 1.38924 -0.1371 0.0616 -0.1721
H 2.09665 -2.01964 0.90103 -0.1722 -0.0913 0.0486
H 2.77515 -0.63590 -0.87186 0.0146 0.1926 0.1667
H -1.29210 -3.21077 0.44052 -0.0372 0.0055 -0.0546
H -0.97652 -1.97878 -0.78826 0.1039 0.0151 0.0688
H 1.94877 -2.91103 -2.23475 0.0304 -0.1956 0.1553
H 1.29363 -5.66120 -0.69059 -0.1525 -0.0601 -0.0155
N -2.61018 2.10090 -3.28698 0.1028 -0.0139 0.0354
C -1.76430 2.65614 -4.15560 -0.0155 0.0136 0.0652
C -1.68371 2.29162 -5.49053 -0.0113 -0.0207 0.0228
C -2.52382 1.29166 -5.95430 0.0567 -0.0221 -0.0274
C -3.40840 0.70383 -5.06557 0.0159 0.0180 0.0037
C -3.41347 1.14183 -3.75059 -0.0098 0.0277 0.0421
H -1.11885 3.43483 -3.76073 0.0038 0.0050 -0.0144
H -0.98012 2.78280 -6.14923 0.0089 0.0048 0.0085
H -2.49839 0.98042 -6.98913 -0.0387 0.0024 -0.0026
H -4.08570 -0.07507 -5.38650 -0.0168 0.0106 -0.0001
H -4.09793 0.70884 -3.03091 -0.0224 -0.0152 -0.0090
N -4.36738 1.63018 -8.74962 0.0609 0.0125 -0.0542
C -3.90351 2.87907 -8.77883 -0.0418 -0.0351 0.0352
C -3.54785 3.53889 -9.94482 0.0051 0.0109 -0.0141
C -3.67602 2.86668 -11.15004 -0.0019 -0.0005 -0.0007
C -4.15658 1.56770 -11.13684 0.0022 0.0255 0.0043
C -4.48801 0.99885 -9.91599 -0.0328 -0.0317 0.0384
H -3.81478 3.37223 -7.81612 0.0072 0.0225 -0.0132
H -3.18110 4.55550 -9.90632 -0.0032 0.0023 0.0086
H -3.40849 3.34757 -12.08188 0.0004 -0.0001 -0.0007
H -4.27555 1.00380 -12.05162 -0.0057 -0.0086 0.0031
H -4.87225 -0.01417 -9.86832 0.0077 -0.0020 -0.0231
N 3.60848 -6.80925 -1.67730 -0.2221 0.0209 0.2150
C 3.65374 -7.52167 -0.55047 0.0347 0.0139 -0.0325
C 4.23859 -8.77338 -0.45271 0.0069 -0.0079 -0.0046
C 4.80775 -9.32267 -1.59072 0.0058 -0.0064 -0.0011
C 4.76825 -8.59716 -2.76985 0.0125 0.0015 0.0299
C 4.16114 -7.35085 -2.76155 -0.0305 0.0820 -0.0486
H 3.19959 -7.06400 0.32410 0.0225 -0.0204 0.0260
H 4.24606 -9.30224 0.49023 -0.0094 0.0051 0.0041
H 5.27353 -10.29866 -1.55835 -0.0010 -0.0012 -0.0008
H 5.19919 -8.98618 -3.68163 -0.0010 0.0114 -0.0074
H 4.11512 -6.75464 -3.66553 -0.0059 -0.0244 -0.0135
N 2.23364 3.45627 6.01156 -0.0842 -0.0102 -0.0102
C 1.71228 4.65141 5.73939 0.0331 -0.0344 -0.0247
C 0.69278 5.23277 6.47800 -0.0104 0.0042 0.0120
C 0.18192 4.53645 7.56125 -0.0025 0.0022 0.0009
C 0.71415 3.29227 7.85973 -0.0039 0.0155 -0.0151
C 1.73396 2.80136 7.05805 0.0422 -0.0289 -0.0147
H 2.13460 5.16705 4.88389 -0.0135 0.0282 0.0106
H 0.31144 6.20805 6.20855 0.0018 -0.0005 -0.0075
H -0.61312 4.95706 8.16295 -0.0010 0.0001 -0.0015
H 0.35170 2.71346 8.69824 0.0099 -0.0043 0.0055
H 2.17931 1.83418 7.26696 -0.0113 -0.0011 0.0219
N -3.05327 5.67246 2.64288 0.0113 -0.0296 -0.0029
C -2.08324 6.22149 1.91571 -0.0088 -0.0010 0.0253
C -1.90553 5.97371 0.56201 0.0281 -0.0451 -0.0304
C -2.78104 5.10468 -0.07122 0.0435 0.0184 0.0415
C -3.79968 4.52975 0.67120 0.0667 -0.0064 0.0436
C -3.89192 4.84720 2.01934 -0.0016 -0.0327 0.0432
H -1.41749 6.89493 2.44485 0.0090 0.0058 -0.0238
H -1.10030 6.45337 0.02098 -0.0034 0.0098 0.0080
H -2.67821 4.87697 -1.12236 0.0058 -0.0144 -0.1133
H -4.50476 3.84937 0.21846 -0.0332 0.0208 -0.0185
H -4.67668 4.41728 2.63313 -0.0144 -0.0044 -0.0229
N 4.33857 3.99087 -1.52056 -0.0380 0.0067 0.0024
C 4.08156 2.73836 -1.88971 -0.0472 -0.0136 0.0749
C 3.88564 2.34838 -3.20594 -0.0052 0.0122 0.0023
C 3.96481 3.31375 -4.19779 -0.0089 0.0021 -0.0100
C 4.23501 4.62152 -3.83015 -0.0096 -0.0157 -0.0005
C 4.41349 4.90685 -2.48360 0.0074 0.0002 0.0276
H 4.01999 2.01651 -1.08107 -0.0116 -0.0153 -0.0217
H 3.67663 1.31436 -3.44721 0.0034 -0.0024 0.0030
H 3.82041 3.05091 -5.23775 0.0020 -0.0007 -0.0008
H 4.30811 5.40778 -4.56874 0.0067 0.0084 0.0060
H 4.62918 5.91877 -2.15920 -0.0021 0.0075 -0.0225
```
Forces are in eV/Å.

Properties
Kohn-Sham gap	0.334	Ha
2S+1	1
charge	+1
LUMO energy	-2.0	eV
energy	-152183.19242	eV

=====

A cluster of 2 separate species, C9H13NO in total at a distorted geometry. Source: the OMol25 dataset; level of theory: ωB97M-V with the def2-TZVPD basis set.

Geometry as XYZ:
```
24
Properties=species:S:1:pos:R:3:forces:R:3
C 1.92637 1.50368 -0.84003 -2.3714 -1.1109 -2.5782
C -0.94168 2.21797 1.38015 -2.4543 0.7694 1.5700
C -2.09861 2.23725 0.54796 0.8537 -2.6580 -0.4891
C 0.29021 2.17625 0.81094 -0.3040 -0.9514 -2.1145
C 0.45105 1.69722 -0.49892 2.6591 0.9094 1.6551
C -1.91766 1.68167 -0.70126 -2.2577 -0.3303 -1.3002
C -0.64650 1.39736 -1.31351 -0.8191 1.3777 3.6447
H -1.17147 2.16928 2.49721 0.8632 0.2331 -1.5503
H -2.97252 2.01464 1.11750 -1.2016 0.7469 -0.3730
H 1.06656 2.39361 1.45275 2.1433 0.2104 0.8186
H -2.81004 1.30757 -1.28616 0.9196 0.6968 0.8457
H 2.06005 0.99712 -1.81616 -0.2678 0.7873 -0.0168
H 2.21202 0.68884 -0.24026 1.2694 -0.2758 1.6201
H -0.51826 0.90955 -2.20694 0.0249 -0.8425 -2.1617
H 2.39407 2.45942 -0.85722 0.9662 0.3251 0.5194
C 1.10442 -3.56574 0.34717 -0.4102 -0.9921 -0.1385
C 0.06001 -2.60869 0.71632 -1.2878 0.4528 3.0727
O -0.25412 -2.38900 1.90603 0.2838 0.1095 -2.7954
N -0.56032 -1.97938 -0.35076 -0.6999 0.8704 1.6005
H 2.04018 -3.10360 0.29225 1.4475 0.8313 -0.9231
H 0.75625 -4.13608 -0.46771 0.1862 0.0276 -2.0856
H -1.43200 -1.48603 -0.13795 0.6447 -0.4092 -0.1534
H -0.34473 -2.16808 -1.29661 0.1636 -0.4932 -0.6629
H 1.30673 -4.41482 0.94520 -0.3514 -0.2846 1.9960
```
Forces are in eV/Å.

Properties
Kohn-Sham gap (alpha / beta)	0.306 / 0.152	Ha
2S+1	2
charge	+1
LUMO energy (alpha / beta)	-4.4 / -8.6	eV
energy	-13071.22656	eV

=====

A cluster of 2 separate species, C5H12NO in total at a distorted geometry. Source: the OMol25 dataset; level of theory: ωB97M-V with the def2-TZVPD basis set.

Geometry as XYZ:
```
19
Properties=species:S:1:pos:R:3:forces:R:3
C 0.55356 0.94790 -1.01912 1.3395 0.8468 2.2720
O 1.56316 0.64247 0.09384 -1.4890 -0.9280 -3.1217
C -0.73191 0.99777 -0.35711 0.2992 0.4272 3.8000
C -1.15247 -0.18613 0.36130 -0.0356 -2.7590 -1.3280
C -2.56014 -0.50123 -0.21332 -1.6256 0.1967 1.7058
C -3.70291 -0.68441 0.50369 -0.1188 1.5673 -1.1029
N 4.24636 -0.75581 0.14201 1.3184 -1.3024 0.0128
H 0.86378 1.82836 -1.49817 0.3180 1.1593 -0.6484
H 0.53330 0.13658 -1.66273 0.5952 -1.7924 -1.3140
H 1.44799 1.01914 0.95065 -0.6374 1.0430 0.9471
H -1.19725 1.94107 0.00426 -0.0765 -0.4339 -1.0409
H -1.13566 -0.09828 1.45411 -0.3124 0.3794 -0.1075
H -0.52153 -1.08846 0.06285 -0.4060 1.2659 0.5853
H -2.55211 -0.58196 -1.25808 -0.2187 -0.0559 -1.4174
H -3.61463 -0.60358 1.56832 -0.1304 -0.0743 0.5430
H -4.79957 -0.64281 0.11841 2.3811 -0.7764 0.2409
H 4.45913 -1.72989 0.38153 -0.1922 1.0015 -0.1373
H 3.27640 -0.53383 0.08646 0.1765 0.5271 0.1476
H 5.02450 -0.10688 0.28108 -1.1855 -0.2919 -0.0364
```
Forces are in eV/Å.

Properties
Kohn-Sham gap	0.144	Ha
2S+1	1
charge	+1
LUMO energy	-7.8	eV
energy	-8905.33151	eV

=====

A cluster of 3 separate species, C12H31B3IO15P3 in total at a distorted geometry. Source: the OMol25 dataset; level of theory: ωB97M-V with the def2-TZVPD basis set.

Geometry as XYZ:
```
65
Properties=species:S:1:pos:R:3:forces:R:3
C 0.62427 2.77908 -0.46159 0.0977 -0.0935 -0.1627
C 0.99372 3.92217 -1.40900 -0.0479 -0.3642 -0.2432
I 0.87679 5.82487 -0.42015 0.0473 0.0817 0.0588
C 2.36840 3.73759 -2.06773 -0.3137 -0.1936 -0.0620
B 2.33131 2.50953 -3.04424 -0.7122 -0.4118 -0.1304
O 2.40005 1.20559 -2.56230 0.9114 0.3665 0.1035
B 3.12333 0.28072 -3.30170 -0.4924 -0.3878 -0.2623
C 3.73642 -0.97899 -2.61079 -0.2554 -0.0867 0.1256
C 4.11022 -0.79917 -1.13004 -0.3141 0.0072 0.3102
O 5.48700 -1.11784 -0.86028 -0.0540 -0.2724 -0.2741
C 6.36647 -0.29073 -1.45802 0.7031 0.0764 -0.7022
O 7.07571 -0.60606 -2.37447 -0.4274 0.0580 0.6869
O 3.26523 0.49148 -4.67581 0.7099 0.4589 0.6033
B 3.25018 1.82795 -5.02641 -0.9711 -0.3360 -0.3723
P 4.55356 2.59248 -6.26730 0.1439 -0.1953 -0.5148
O 5.95866 2.12153 -5.56722 -0.0511 0.0720 0.1111
O 4.50996 4.15156 -5.70326 -0.1768 0.1511 0.0166
O 2.28049 2.64070 -4.43251 1.0697 0.4336 0.3411
H -0.06573 3.09513 0.31712 -0.0119 -0.0313 -0.0395
H 0.15229 1.96980 -1.02825 0.0581 0.0309 0.0694
H 1.52285 2.36087 -0.00133 -0.0890 0.1145 0.1235
H 0.24421 3.98102 -2.20094 -0.0415 0.2715 0.1909
H 3.11575 3.52010 -1.29633 -0.0315 0.2157 -0.0034
H 2.65497 4.63405 -2.61927 0.0299 -0.0213 0.0818
H 4.57464 -1.37163 -3.18878 0.0087 0.0237 0.0635
H 2.95710 -1.75231 -2.65438 0.0901 -0.0200 -0.1255
H 3.88218 0.20897 -0.76401 0.1210 0.0067 -0.1006
H 3.53932 -1.48595 -0.50620 0.1532 0.0483 -0.0027
H 6.42054 0.71613 -1.01313 -0.2069 0.0626 0.0704
H 6.07111 2.50048 -4.68458 0.0864 -0.1153 -0.0108
H 3.60297 4.43399 -5.52908 0.0261 0.0405 0.1071
C -2.72562 -0.55961 0.83248 -0.0880 -0.0546 0.1305
O -1.68202 -0.37233 -0.13809 0.0327 0.0453 0.0331
P -1.77404 -1.13336 -1.51524 -0.0126 0.0240 -0.0355
O -3.02051 -0.96923 -2.26508 -0.0811 -0.0833 0.0492
O -1.38974 -2.65556 -1.24199 -0.0311 0.0296 0.0644
C -2.41421 -3.59821 -0.89636 -0.0539 -0.0661 -0.0605
O -0.45507 -0.57935 -2.17391 0.1003 -0.0738 -0.0096
C -0.10565 -1.04783 -3.48321 -0.0047 0.1061 0.0224
H -2.97879 0.41147 1.24832 0.0429 0.0342 -0.0312
H -3.61930 -0.99244 0.38310 0.0046 0.0341 -0.0450
H -2.36428 -1.20693 1.62939 0.0040 -0.0067 -0.0081
H -3.37948 -3.28530 -1.29312 0.0182 0.0265 -0.0184
H -2.46891 -3.69921 0.18735 0.0050 0.0244 0.0019
H -2.14006 -4.55476 -1.33400 0.0395 0.0052 0.0041
H -0.78507 -0.63794 -4.22894 -0.0242 -0.0022 0.0192
H -0.11484 -2.13673 -3.52941 -0.0039 -0.0010 0.0515
H 0.89999 -0.68215 -3.65861 -0.0414 -0.0447 -0.1573
C -4.46883 1.00773 5.65265 -0.0214 0.0399 -0.0420
O -3.46085 0.02659 5.92376 0.0853 0.0116 0.0428
P -3.73556 -1.48539 5.56558 0.0058 -0.0120 -0.0241
O -4.15959 -1.74400 4.18644 -0.1413 0.0362 -0.0751
O -4.74856 -2.04440 6.66026 -0.0120 0.0534 -0.0378
C -6.16272 -1.93500 6.45447 -0.0580 -0.0791 -0.0458
O -2.36937 -2.10670 6.02469 0.0166 -0.0295 0.1366
C -2.20457 -3.52834 5.90504 0.0489 -0.0272 -0.0357
H -3.97875 1.87570 5.21977 0.0252 -0.0009 0.0110
H -5.21242 0.63486 4.94753 0.0265 -0.0154 -0.0237
H -4.94975 1.29182 6.58773 -0.0012 -0.0231 0.0056
H -6.39961 -1.89315 5.39162 0.0349 -0.0072 -0.0060
H -6.53895 -1.04559 6.95960 0.0187 0.0088 -0.0026
H -6.62639 -2.81647 6.88964 0.0235 -0.0042 0.0292
H -2.12474 -3.80876 4.85594 -0.0245 0.0121 -0.0077
H -3.03950 -4.05323 6.36822 -0.0103 0.0179 0.0086
H -1.28621 -3.77933 6.42636 0.0176 0.0312 -0.0010
```
Forces are in eV/Å.

Properties
Kohn-Sham gap	0.321	Ha
2S+1	1
SMILES string	C[C@@H](I)CB1OB(CCOC=O)OB(P(O)O)O1.COP(=O)(OC)OC.COP(=O)(OC)OC
LUMO energy	0.0	eV
energy	-81667.89894	eV